1.
Entry from the Open Molecules 2025 dataset: the molecule C18H18N4O in a non-equilibrium geometry (ωB97M-V/def2-TZVPD).

CARTESIAN COORDINATES (ANGSTROEM)
C -5.049 -1.947 0.029
N -5.962 -0.860 -0.174
C -7.287 -0.977 -0.379
C -7.840 0.277 -0.533
C -6.798 1.194 -0.415
C -5.631 0.470 -0.192
C -4.315 0.981 -0.015
N -3.303 0.229 0.177
N -2.085 0.790 0.328
C -0.979 0.021 0.513
O -0.989 -1.185 0.568
C 0.306 0.844 0.633
N 1.395 -0.049 0.911
C 2.689 0.185 0.509
C 3.579 -0.863 0.385
C 4.920 -0.648 0.034
C 5.841 -1.711 -0.103
C 7.138 -1.472 -0.459
C 7.583 -0.161 -0.694
C 6.717 0.890 -0.570
C 5.373 0.677 -0.206
C 4.451 1.734 -0.067
C 3.153 1.502 0.283
H 2.473 2.333 0.400
H 4.792 2.746 -0.239
H 7.052 1.902 -0.750
H 8.612 0.008 -0.975
H 7.834 -2.292 -0.561
H 5.497 -2.719 0.079
H 3.238 -1.874 0.559
H 1.100 -1.020 0.910
H 0.455 1.391 -0.310
H 0.186 1.579 1.443
H -1.998 1.809 0.289
H -4.222 2.075 -0.058
H -6.869 2.262 -0.482
H -8.874 0.496 -0.709
H -7.764 -1.938 -0.405
H -4.273 -1.943 -0.738
H -4.550 -1.851 0.993
H -5.597 -2.887 -0.009

## Properties
LUMO level: 0.528 eV
Relative energy (zero: lowest compared OMol25 entry of this formula, charge and spin): 0.902 eV
Total energy: -990.96698 Ha
HOMO-LUMO gap: 7.92 eV


2.
Entry from the Open Molecules 2025 dataset: the molecule C18H18N4O2S in a non-equilibrium geometry (ωB97M-V/def2-TZVPD).

CARTESIAN COORDINATES (ANGSTROEM)
C -4.141 5.375 -2.972
H -4.935 5.380 -2.218
O -3.013 4.659 -2.529
C -3.148 3.333 -2.255
C -4.333 2.612 -2.360
C -4.343 1.258 -2.066
C -3.191 0.613 -1.664
C -2.004 1.332 -1.537
C -1.985 2.685 -1.838
H -1.077 3.267 -1.794
C -0.787 0.592 -1.105
O -0.632 -0.596 -1.312
N 0.160 1.348 -0.484
H -0.100 2.250 -0.119
C 1.328 0.733 0.103
C 1.075 0.340 1.524
N 0.539 1.140 2.391
N 0.499 0.445 3.550
C 1.025 -0.801 3.418
S 1.165 -1.937 4.587
N 1.395 -0.868 2.087
C 1.969 -2.005 1.470
C 3.105 -2.568 2.031
C 3.670 -3.707 1.472
C 3.084 -4.256 0.340
C 1.950 -3.690 -0.217
C 1.375 -2.565 0.345
H 0.479 -2.139 -0.079
H 1.499 -4.132 -1.092
H 3.513 -5.142 -0.105
C 4.890 -4.311 2.095
H 5.735 -3.627 2.015
H 5.155 -5.246 1.609
H 4.716 -4.501 3.153
H 3.541 -2.126 2.914
H 0.113 0.842 4.390
H 2.158 1.446 0.067
H 1.581 -0.149 -0.490
H -3.187 -0.442 -1.442
H -5.266 0.705 -2.158
H -5.247 3.089 -2.676
H -4.531 4.970 -3.911
H -3.796 6.394 -3.136

## Properties
LUMO level: 0.626 eV
Relative energy (zero: lowest compared OMol25 entry of this formula, charge and spin): 0.655 eV
Total energy: -1464.43826 Ha
HOMO-LUMO gap: 8.48 eV